Arrangement w

{
  "formula": "C33H46Cl2F4KN2O3Si2Te",
  "method": "ωB97M-V/def2-TZVPD",
  "species": ["Te", "K", "Cl", "Cl", "Si", "Si", "F", "F", "F", "F", "O", "O", "O", "N", "N", "C", "C", "C", "C", "C", "C", "C", "C", "C", "C", "C", "C", "C", "C", "C", "C", "C", "C", "C", "C", "C", "C", "C", "C", "C", "C", "C", "C", "C", "C", "C", "C", "C", "H", "H", "H", "H", "H", "H", "H", "H", "H", "H", "H", "H", "H", "H", "H", "H", "H", "H", "H", "H", "H", "H", "H", "H", "H", "H", "H", "H", "H", "H", "H", "H", "H", "H", "H", "H", "H", "H", "H", "H", "H", "H", "H", "H", "H", "H"],
  "coordinates": [[-1.91, -1.20, -0.50], [1.19, -0.13, 0.65], [0.15, -1.01, -3.39], [2.48, -1.41, -5.16], [-4.35, 0.97, -1.14], [-3.02, -4.17, 0.36], [2.53, -4.53, 3.47], [-0.33, -0.74, 2.68], [1.81, -4.47, 5.98], [-1.00, -0.78, 5.21], [2.37, 2.02, -0.03], [-0.19, 1.47, -0.64], [-0.80, 3.63, -0.45], [1.47, -2.52, 1.58], [3.58, -1.48, -0.32], [-3.84, -3.43, 1.86], [-5.64, -0.35, -0.80], [1.67, -3.53, 3.85], [2.85, -2.76, -0.42], [0.97, -0.50, -4.85], [0.00, 2.69, -0.44], [1.69, 4.08, 0.95], [0.27, -1.69, 3.47], [4.86, -1.66, 0.33], [1.59, 5.14, -1.82], [3.17, 5.53, 2.21], [-5.05, 2.18, -2.39], [0.74, 4.21, 1.95], [1.29, -3.53, 5.17], [1.20, -2.61, 2.87], [3.73, -0.88, -1.63], [-2.83, 0.16, -1.88], [-3.97, -5.70, -0.17], [0.39, -2.62, 5.70], [1.51, 3.15, -0.24], [-3.92, 1.87, 0.43], [2.91, 4.75, 1.09], [1.86, 3.80, -1.58], [-0.11, -1.70, 4.78], [2.64, 3.57, -3.85], [2.37, 3.02, -2.61], [1.00, 4.98, 3.08], [2.41, -3.37, 0.91], [1.85, 5.70, -3.06], [-3.04, -2.93, -1.06], [2.22, 5.64, 3.21], [-1.24, -4.63, 0.73], [2.38, 4.92, -4.08], [-2.04, 0.89, -2.07], [4.73, -2.04, 1.34], [-0.81, -5.18, -0.12], [-3.97, -6.46, 0.62], [3.48, -3.49, -0.96], [2.59, 5.35, -5.05], [-3.03, -0.39, -2.80], [-3.77, -4.11, 2.72], [3.65, 4.68, 0.31], [5.38, -0.71, 0.39], [-5.29, 1.69, -3.34], [-6.56, 0.09, -0.40], [4.31, 0.05, -1.54], [4.12, 6.04, 2.30], [2.76, -0.63, -2.05], [-5.95, 2.66, -2.02], [-4.31, 2.96, -2.60], [0.32, -0.66, -5.70], [-4.06, -2.61, -1.27], [0.10, -2.62, 6.74], [1.24, 0.55, -4.75], [-3.37, -2.49, 2.14], [-2.62, -3.35, -1.97], [-0.63, -3.75, 0.91], [-5.01, -5.46, -0.40], [-4.75, 2.52, 0.74], [-5.90, -0.90, -1.70], [1.97, -4.36, 0.68], [-1.16, -5.27, 1.61], [3.05, 2.96, -4.64], [2.55, 1.96, -2.44], [3.29, -3.60, 1.52], [-4.90, -3.24, 1.67], [1.97, -2.58, -1.04], [0.25, 5.06, 3.85], [-0.21, 3.72, 1.85], [4.25, -1.54, -2.34], [5.51, -2.37, -0.22], [2.41, 6.25, 4.09], [1.15, 5.74, -1.03], [1.63, 6.74, -3.24], [-3.52, -6.15, -1.06], [-3.71, 1.17, 1.24], [-3.03, 2.49, 0.27], [-5.27, -1.06, -0.06], [3.27, 2.31, -0.21]],
  "lowdin_charge": [1.26, 0.72, 0.56, 0.49, 0.38, 0.36, 0.04, -0.03, 0.06, 0.06, -0.10, -0.17, 0.02, -0.08, -0.31, -0.19, -0.19, -0.14, -0.21, -1.00, -0.63, -0.14, -0.16, -0.10, -0.02, -0.09, -0.19, 0.00, -0.25, -0.23, -0.13, -0.58, -0.19, 0.02, -0.32, -0.18, -0.04, -0.15, -0.24, -0.09, -0.02, -0.07, -0.26, -0.08, -0.58, -0.10, -0.18, -0.10, -0.02, 0.08, 0.04, 0.03, 0.12, 0.09, 0.01, 0.03, 0.12, 0.08, 0.02, 0.03, 0.08, 0.10, 0.04, 0.02, 0.03, 0.02, -0.01, 0.11, 0.01, 0.01, 0.01, 0.00, 0.02, 0.03, 0.03, 0.11, 0.04, 0.10, 0.10, 0.10, 0.03, 0.10, 0.10, 0.12, 0.08, 0.09, 0.09, 0.12, 0.10, 0.02, 0.02, 0.02, 0.01, 0.10],
  "e_homo_ha": -0.14834,
  "total_charge": -1,
  "orbital_gap_ev": 6.05
}

***

Arrangement x

{
  "formula": "C33H46Cl2F4KN2O3Si2Te",
  "method": "ωB97M-V/def2-TZVPD",
  "species": ["Te", "K", "Cl", "Cl", "Si", "Si", "F", "F", "F", "F", "O", "O", "O", "N", "N", "C", "C", "C", "C", "C", "C", "C", "C", "C", "C", "C", "C", "C", "C", "C", "C", "C", "C", "C", "C", "C", "C", "C", "C", "C", "C", "C", "C", "C", "C", "C", "C", "C", "H", "H", "H", "H", "H", "H", "H", "H", "H", "H", "H", "H", "H", "H", "H", "H", "H", "H", "H", "H", "H", "H", "H", "H", "H", "H", "H", "H", "H", "H", "H", "H", "H", "H", "H", "H", "H", "H", "H", "H", "H", "H", "H", "H", "H", "H"],
  "coordinates": [[2.01, 0.26, -0.41], [-1.11, 0.51, 0.42], [0.63, 0.47, -2.96], [-1.08, 1.45, -5.19], [3.99, -2.40, -0.56], [4.09, 2.87, 0.28], [0.71, 0.55, 4.93], [-0.51, 5.09, 5.22], [0.26, 0.57, 2.30], [-1.04, 5.18, 2.64], [-0.50, -3.53, 0.09], [-0.30, -1.35, -0.44], [-2.86, -0.84, -0.10], [-0.62, 2.75, 0.99], [-2.78, 2.36, -0.96], [-0.34, 3.95, 4.50], [4.78, 2.08, 1.83], [-0.62, 4.00, 3.15], [-2.51, -2.24, -0.07], [-3.01, -2.92, -1.34], [-3.08, -2.20, -2.53], [0.02, 1.72, 3.02], [-5.15, -3.35, 2.42], [-3.01, -3.69, 3.44], [-3.97, 3.09, -0.54], [0.28, 1.70, 4.36], [-1.64, 3.27, -1.14], [3.10, -3.06, 0.94], [0.10, 2.82, 5.16], [-0.07, 0.14, -4.58], [3.64, 1.57, -0.98], [-2.38, -3.22, 2.29], [-3.54, -2.79, -3.70], [4.59, -3.82, -1.63], [-3.13, -2.83, 1.19], [-3.93, -4.12, -3.70], [-4.39, -3.76, 3.51], [-3.03, 1.65, -2.20], [-1.09, 3.84, 0.17], [-3.83, -4.86, -2.52], [-0.93, -2.39, -0.13], [-4.52, -2.89, 1.28], [5.52, -1.45, -0.03], [-0.45, 2.87, 2.30], [2.83, -1.34, -1.56], [2.65, 3.96, 0.74], [-3.37, -4.27, -1.36], [5.45, 3.97, -0.43], [5.73, 1.56, 1.63], [6.06, -1.04, -0.88], [5.26, -0.62, 0.64], [3.35, 2.04, -1.93], [0.32, 2.82, 6.22], [-4.87, -4.14, 4.40], [-1.30, -3.18, 2.24], [-2.75, -1.16, -2.53], [-1.92, 4.10, -1.82], [3.27, -0.90, -2.45], [0.77, 0.00, -5.25], [-0.66, -0.75, -4.45], [-4.25, 3.87, -1.26], [-3.90, 1.00, -2.10], [5.11, 4.48, -1.34], [2.33, 4.58, -0.10], [4.98, 2.85, 2.59], [-2.16, 1.03, -2.43], [-5.13, -2.58, 0.43], [-3.19, 2.33, -3.05], [2.11, -3.43, 0.66], [1.79, 3.37, 1.07], [-0.27, 4.52, -0.08], [4.50, 0.94, -1.18], [2.95, -2.27, 1.68], [5.74, 4.73, 0.30], [4.08, 1.36, 2.26], [-6.23, -3.39, 2.47], [-3.29, -4.85, -0.45], [6.20, -2.11, 0.51], [-4.11, -5.90, -2.52], [1.96, -1.94, -1.86], [5.10, -3.45, -2.52], [-3.59, -2.21, -4.61], [-0.84, 2.70, -1.63], [3.75, -4.44, -1.97], [-3.79, -0.79, -0.36], [-4.30, -4.58, -4.60], [-2.41, -4.00, 4.28], [2.93, 4.63, 1.56], [-3.79, 3.56, 0.43], [5.28, -4.47, -1.09], [3.66, -3.88, 1.41], [-4.80, 2.40, -0.42], [-1.86, 4.45, 0.65], [6.34, 3.39, -0.68]],
  "lowdin_charge": [1.31, 0.78, 0.50, 0.52, 0.38, 0.37, 0.07, 0.06, -0.10, 0.04, 0.03, -0.30, -0.15, -0.11, -0.30, -0.24, -0.19, -0.14, -0.30, -0.14, -0.01, -0.16, -0.09, -0.07, -0.09, -0.24, -0.21, -0.18, 0.02, -0.96, -0.56, 0.00, -0.08, -0.19, -0.14, -0.10, -0.10, -0.13, -0.24, -0.08, -0.62, -0.04, -0.19, -0.24, -0.58, -0.17, -0.02, -0.19, 0.02, 0.03, 0.01, 0.00, 0.11, 0.09, 0.12, 0.10, 0.12, 0.01, 0.02, 0.02, 0.09, 0.08, 0.02, 0.03, 0.03, 0.04, 0.12, 0.08, 0.02, 0.01, 0.11, -0.01, 0.02, 0.02, 0.02, 0.10, 0.13, 0.03, 0.10, 0.01, 0.02, 0.10, 0.09, 0.03, 0.10, 0.09, 0.10, 0.04, 0.08, 0.02, 0.03, 0.08, 0.10, 0.02],
  "e_homo_ha": -0.14740,
  "total_charge": -1,
  "orbital_gap_ev": 6.06
}

***

Stability verdict: arrangement w, ahead by 36.4 kcal/mol

***

Arrangement w

{
  "formula": "C2H3BrN2S",
  "method": "ωB97M-V/def2-TZVPD",
  "species": ["Br", "S", "N", "N", "C", "C", "H", "H", "H"],
  "coordinates": [[-2.57, -0.51, 2.01], [1.51, 0.17, 1.04], [-0.11, 0.56, 0.77], [0.64, 0.10, -1.39], [1.67, -0.08, -0.70], [-0.29, 0.52, -0.47], [-1.23, 0.79, -1.00], [2.63, -0.20, -1.13], [-1.83, 0.19, 2.91]],
  "lowdin_charge": [0.41, 0.96, -0.35, 0.03, -0.48, -0.42, 0.12, 0.06, -0.33],
  "e_homo_ha": -0.37038,
  "orbital_gap_ev": 10.63
}

***

Arrangement x

{
  "formula": "C2H3BrN2S",
  "method": "ωB97M-V/def2-TZVPD",
  "species": ["Br", "S", "N", "N", "C", "C", "H", "H", "H"],
  "coordinates": [[2.90, 0.33, 0.19], [0.08, 1.82, -0.22], [0.21, -1.38, -0.52], [-0.63, -1.02, 0.11], [-1.56, -0.66, 0.87], [1.26, 0.84, -0.74], [-1.52, -0.46, 1.87], [1.46, 0.58, -1.85], [-2.20, -0.04, 0.29]],
  "lowdin_charge": [0.54, 0.61, 0.21, -0.23, -0.04, -1.21, 0.04, 0.03, 0.06],
  "e_homo_ha": [-0.33666, -0.33665],
  "orbital_gap_ev": [8.69, 8.69]
}

***

Stability verdict: arrangement w, ahead by 59.3 kcal/mol

***

Arrangement w

{
  "formula": "C3H10N3O2",
  "method": "ωB97M-V/def2-TZVPD",
  "species": ["O", "O", "N", "N", "N", "C", "C", "C", "H", "H", "H", "H", "H", "H", "H", "H", "H", "H"],
  "coordinates": [[0.33, 0.43, 3.07], [-0.37, -0.93, 1.35], [0.29, -0.56, -0.90], [0.63, 1.22, 0.56], [0.85, 0.82, -3.12], [0.23, -0.03, 0.26], [-0.26, -0.54, 2.66], [-0.98, -1.55, 3.50], [0.42, 1.96, -0.11], [-1.20, -2.44, 2.83], [0.71, 0.05, -1.85], [1.33, 1.63, -3.23], [-0.21, -1.43, -1.09], [0.99, 0.13, -3.91], [-0.29, -1.88, 4.29], [-1.81, -1.11, 3.93], [-0.16, 1.03, -3.06], [1.10, 1.62, 1.40]],
  "lowdin_charge": [0.12, 0.07, 0.20, 0.19, 0.08, -0.29, -0.49, 0.04, 0.14, 0.12, 0.11, 0.02, 0.16, 0.12, 0.11, 0.07, 0.09, 0.15],
  "e_homo_ha": -0.52427,
  "total_charge": 1,
  "orbital_gap_ev": 10.94
}

***

Arrangement x

{
  "formula": "C3H10N3O2",
  "method": "ωB97M-V/def2-TZVPD",
  "species": ["O", "O", "N", "N", "N", "C", "C", "C", "H", "H", "H", "H", "H", "H", "H", "H", "H", "H"],
  "coordinates": [[0.77, -2.03, -1.31], [0.90, -2.07, 0.91], [0.34, 2.75, 0.85], [-1.58, 1.68, 0.21], [0.86, 0.77, -0.42], [-0.26, 1.80, -0.04], [0.29, -1.79, -0.09], [-1.15, -1.36, -0.13], [1.61, -2.50, -1.17], [-2.05, 2.43, -0.31], [1.10, 0.78, 0.59], [1.36, 1.59, -0.80], [-1.46, -1.00, 0.85], [-1.24, -0.60, -0.90], [-0.23, 3.60, 0.74], [-1.92, 0.78, -0.15], [0.03, 2.38, 1.76], [-1.71, -2.24, -0.45]],
  "lowdin_charge": [0.10, 0.11, 0.09, 0.22, 0.16, -0.20, -0.64, 0.00, 0.14, 0.18, 0.11, 0.12, 0.10, 0.06, 0.12, 0.09, 0.13, 0.11],
  "e_homo_ha": -0.50961,
  "total_charge": 1,
  "orbital_gap_ev": 6.87
}

***

Stability verdict: arrangement w, ahead by 76.0 kcal/mol

***

Arrangement w

{
  "formula": "C4H3NO",
  "method": "ωB97M-V/def2-TZVPD",
  "species": ["O", "N", "C", "C", "C", "C", "H", "H", "H"],
  "coordinates": [[-2.54, -0.88, 0.08], [2.47, -0.51, -0.03], [0.15, 1.46, 0.03], [1.40, -0.30, 0.38], [-1.09, 1.03, 0.01], [-1.44, -0.43, -0.04], [-0.45, -1.10, -0.13], [3.36, -0.91, -0.42], [-1.86, 1.66, 0.12]],
  "lowdin_charge": [0.06, 0.14, 0.11, -0.05, -0.22, -0.32, 0.10, 0.13, 0.06],
  "e_homo_ha": -0.36428,
  "orbital_gap_ev": 9.51
}

***

Arrangement x

{
  "formula": "C4H3NO",
  "method": "ωB97M-V/def2-TZVPD",
  "species": ["O", "N", "C", "C", "C", "C", "H", "H", "H"],
  "coordinates": [[1.66, -0.17, -0.40], [-0.50, 2.33, -1.45], [-0.50, -0.54, 0.58], [0.28, -0.02, -0.55], [-0.13, 1.36, -0.95], [-1.11, -1.05, 1.49], [-1.66, -1.51, 2.29], [1.94, 0.18, 0.45], [0.01, -0.58, -1.45]],
  "lowdin_charge": [0.00, 0.16, -0.07, -0.40, -0.15, 0.14, 0.04, 0.11, 0.16],
  "e_homo_ha": -0.40914,
  "orbital_gap_ev": 11.62,
  "smiles": "C#C[C@H](O)C#N"
}

***

Arrangement y

{
  "formula": "C4H3NO",
  "method": "ωB97M-V/def2-TZVPD",
  "species": ["O", "N", "C", "C", "C", "C", "H", "H", "H"],
  "coordinates": [[1.79, -1.08, 0.95], [-0.63, -1.25, 0.73], [-0.43, 0.28, 0.55], [0.52, -0.76, 0.79], [-0.78, 1.34, -1.86], [-0.62, 0.85, -0.77], [1.85, -2.04, 1.05], [-0.91, 1.76, -2.83], [-0.78, 0.90, 1.38]],
  "lowdin_charge": [0.14, 0.22, -0.22, -0.44, 0.12, -0.10, 0.14, 0.03, 0.12],
  "e_homo_ha": -0.35792,
  "orbital_gap_ev": 10.23,
  "smiles": "C#C[C@H]1N=C1O"
}

***

Stability verdict: arrangement x, ahead by 21.6 kcal/mol